# 1
This record from the Open Molecules 2025 dataset describes 3 unconnected molecules or ions with the total composition C3H10N2O2Si in a non-equilibrium geometry. The level of theory is ωB97M-V/def2-TZVPD.

Results
**SMILES**: N/C=C/[SiH3].O=C=O.N
**Kohn-Sham gap**: 8.779 eV

ORCA input file:
```
! RIJCOSX wB97M-V def2-TZVPD def2/J DEFGRID3
* xyz 0 1
N -3.1028 1.1019 0.6008
C -2.0527 0.2456 0.4323
C -2.0184 -1.0179 0.7611
Si -0.7534 -2.3843 0.3776
H -3.9402 0.7468 1.1027
H -3.3911 1.6649 -0.2322
H -1.2468 0.7803 -0.1255
H -2.8414 -1.3602 1.3858
H 0.1005 -2.4841 1.5981
H -0.0149 -2.0616 -0.9055
H -1.1470 -3.8605 0.2724
O 1.7351 1.8693 2.8074
C 0.7323 1.4243 2.4638
O -0.2615 1.0320 2.0125
N 4.6420 1.2468 -3.2251
H 4.7591 0.2813 -3.7463
H 5.1310 1.2564 -2.3790
H 3.6704 1.5190 -3.2008
*
```


# 2
This record from the Open Molecules 2025 dataset describes 4 unconnected molecules or ions with the total composition C3H10N2O3. The level of theory is ωB97M-V/def2-TZVPD.

Results
**SMILES**: c1c[nH]cn1.O.O.O
**Kohn-Sham gap**: 9.456 eV

ORCA input file:
```
! RIJCOSX wB97M-V def2-TZVPD def2/J DEFGRID3
* xyz 0 1
C 0.0098 2.1209 -1.3647
C 0.9950 1.2770 -0.9528
N 0.4791 0.6560 0.1601
C -0.7588 1.1554 0.3722
N -1.0763 2.0489 -0.5301
H -0.0570 2.7780 -2.2209
H 1.9672 0.9605 -1.2676
H 0.9924 0.1010 0.8323
H -1.3236 0.9617 1.2726
O 1.4618 -0.2199 2.8267
H 1.0930 -1.0974 2.6699
H 0.7240 0.3848 2.9529
O -0.4236 -2.0745 1.1870
H -0.7200 -1.4944 0.4735
H 0.0813 -2.7685 0.7528
O -0.9622 -1.7408 -2.0734
H -0.7376 -1.8723 -2.9987
H -1.7443 -1.1766 -2.0919
*
```


# 3
This record from the Open Molecules 2025 dataset describes 2 unconnected molecules or ions with the total composition C3H10N2O3. The level of theory is ωB97M-V/def2-TZVPD.

Results
**SMILES**: NC(=O)O.NCCO
**Kohn-Sham gap**: 10.714 eV

ORCA input file:
```
! RIJCOSX wB97M-V def2-TZVPD def2/J DEFGRID3
* xyz 0 1
N 0.0664 2.2344 -0.5136
C -1.0670 2.1541 0.2620
O -1.4519 2.9993 1.0173
O -1.7854 1.0156 0.0594
H 0.5535 1.3723 -0.7355
H 0.6488 3.0207 -0.2572
H -1.4920 0.6192 -0.7700
N 1.5586 -0.4700 -1.0051
C 1.5863 -1.7992 -0.3803
C 0.2044 -2.1939 0.0956
O 0.3567 -3.3856 0.8532
H 1.1307 -0.5497 -1.9237
H 2.5145 -0.1916 -1.1951
H 2.2472 -1.7688 0.4798
H 1.9627 -2.5848 -1.0425
H -0.4617 -2.3813 -0.7534
H -0.2240 -1.3914 0.6962
H -0.4894 -3.6118 1.2493
*
```


# 4
This record from the Open Molecules 2025 dataset describes a molecular structure, C3H10N2O3 in a non-equilibrium geometry. The level of theory is ωB97M-V/def2-TZVPD.

Results
**Kohn-Sham gap**: 10.220 eV

ORCA input file:
```
! RIJCOSX wB97M-V def2-TZVPD def2/J DEFGRID3
* xyz 0 1
C -1.7796 -0.5053 1.0230
O -0.7116 -0.9455 1.9066
C -1.6943 -1.0422 -0.4176
N -1.3665 0.0181 -1.4085
H -1.7550 0.6065 0.9953
H -2.6838 -0.9097 1.4953
H 0.0839 -1.0566 1.3285
H -0.8832 -1.7827 -0.5236
H -2.6583 -1.5412 -0.6719
H -0.4064 0.7289 -0.8300
H -2.2370 0.5509 -1.6237
H -0.9205 -0.3622 -2.2394
N 2.7010 1.0931 -0.0081
C 1.4469 0.5970 -0.1868
O 0.5815 1.4695 -0.7150
O 1.1105 -0.6184 0.0407
H 3.5151 0.4649 0.0230
H 2.9226 1.9808 -0.4076
*
```


# 5
This record from the Open Molecules 2025 dataset describes 2 unconnected molecules or ions with the total composition C3H10N2O3 in a non-equilibrium geometry. The level of theory is ωB97M-V/def2-TZVPD.

Results
**SMILES**: NC(=O)O.CN(C)O
**Kohn-Sham gap**: 9.661 eV

ORCA input file:
```
! RIJCOSX wB97M-V def2-TZVPD def2/J DEFGRID3
* xyz 0 1
N -2.0232 0.0353 -0.9843
C -2.0683 -0.1216 0.3670
O -1.6446 0.6650 1.2190
O -3.2204 -0.7858 0.7021
H -1.3230 0.6535 -1.3786
H -2.7216 -0.4067 -1.5592
H -3.4363 -0.6111 1.6288
C 1.3090 -0.6297 -1.0770
N 0.9909 -0.0610 0.2189
C 2.1960 0.1111 1.0138
O 0.4605 1.3822 -0.0934
H 0.3690 -0.8397 -1.5832
H 1.9298 0.0302 -1.6957
H 1.8549 -1.5650 -0.9552
H 2.9050 0.7777 0.5059
H 2.7190 -0.8368 1.1466
H 1.9192 0.5544 1.9675
H -0.2161 1.6480 0.5568
*
```


# 6
This record from the Open Molecules 2025 dataset describes a molecular structure, C3H10N2O3 in a non-equilibrium geometry. The level of theory is ωB97M-V/def2-TZVPD.

Results
**Kohn-Sham gap**: 6.153 eV

ORCA input file:
```
! RIJCOSX wB97M-V def2-TZVPD def2/J DEFGRID3
* xyz 0 1
C 1.2984 -0.8727 -0.4076
C 0.1952 -1.8039 0.4017
O 0.1032 -1.4549 1.6414
N 0.7832 0.2955 -0.7821
C -0.0532 1.1525 0.1635
N 0.6770 1.3742 1.3584
O -1.2459 0.5584 0.2798
H 1.6852 -1.3929 -1.2468
H 2.0784 -0.6939 0.2893
H 0.6711 -2.8204 0.3451
H -0.7499 -1.7917 -0.1329
H 0.9063 0.4440 1.7882
H 0.3093 0.3443 -1.7255
H 0.0142 1.7645 2.0498
H -0.2391 2.0346 -0.4825
H -1.8193 0.4137 -2.8879
H -1.5726 0.5872 -0.8275
O -1.2960 0.5292 -2.0937
*
```


# 7
This record from the Open Molecules 2025 dataset describes a molecular structure, C3H10N2O3 in a non-equilibrium geometry. The level of theory is ωB97M-V/def2-TZVPD.

Results
**Kohn-Sham gap**: 8.397 eV

ORCA input file:
```
! RIJCOSX wB97M-V def2-TZVPD def2/J DEFGRID3
* xyz 0 1
C 1.0317 0.3706 -0.5996
C -0.7818 0.4881 0.3195
C -0.0709 -0.3088 1.2718
N 0.8680 -0.4495 -1.7390
N -1.8153 -0.0164 -0.4563
O 2.2580 0.0130 -0.0358
O 1.0580 1.7292 -0.9113
O -1.4397 -0.6774 2.3513
H 0.9019 1.9317 -1.8507
H 2.6704 0.8076 0.3284
H -1.7598 -1.5665 2.1339
H -0.8984 1.5368 0.5738
H 0.1263 -1.1318 -1.6244
H 1.6819 -0.9928 -1.9989
H -1.8421 -1.0258 -0.5493
H -2.7374 0.3592 -0.2733
H 0.4830 0.2453 2.0183
H 0.2662 -1.3126 1.0414
*
```


# 8
This record from the Open Molecules 2025 dataset describes 2 unconnected molecules or ions with the total composition C3H10N2OP in a non-equilibrium geometry. The level of theory is ωB97M-V/def2-TZVPD.

Results
**Kohn-Sham gap**: 8.055 eV

ORCA input file:
```
! RIJCOSX wB97M-V def2-TZVPD def2/J DEFGRID3
* xyz 1 1
C 2.1389 0.8122 -0.7103
C -2.2006 -0.4220 -1.8167
C -0.0751 -0.0174 2.5473
N 1.4016 0.3447 0.3750
N -1.1751 -0.5759 -0.9176
O -0.7851 -1.6785 -0.5117
P 0.1599 0.9885 1.1174
H 2.1132 -0.0072 -1.4739
H 1.5501 1.6200 -1.1336
H 3.0902 1.2368 -0.7380
H -2.7220 0.6204 -1.7324
H -2.9510 -1.2410 -1.6768
H -1.7963 -0.4421 -2.8213
H -0.4091 -1.0224 2.6598
H -0.9422 0.3813 3.0792
H 0.8656 -0.0493 3.0239
H 1.7369 -0.5481 0.7296
*
```


# 9
This record from the Open Molecules 2025 dataset describes 2 unconnected molecules or ions with the total composition C3H10N2P in a non-equilibrium geometry. The level of theory is ωB97M-V/def2-TZVPD.

Results
**Kohn-Sham gap**: 9.180 eV

ORCA input file:
```
! RIJCOSX wB97M-V def2-TZVPD def2/J DEFGRID3
* xyz 1 1
C -0.6654 0.1625 -0.0968
C 2.0319 0.0734 0.3228
C -1.8487 -0.6772 -0.5081
N 1.1501 -0.9357 0.0841
N -1.3693 -0.6767 0.9332
P -0.5918 1.9980 -0.2030
H 3.0020 -0.4881 0.6989
H 1.7405 0.6936 1.0981
H 2.4580 0.7455 -0.4941
H -1.4407 -1.5500 -1.1235
H -2.6311 0.0642 -0.6760
H -0.8633 -1.5229 1.1530
H -2.0672 -0.3298 1.6074
H 1.2756 -1.3344 -0.7961
H -0.9784 2.0186 -1.6337
H 0.7977 1.7590 -0.3662
*
```


# 10
This record from the Open Molecules 2025 dataset describes C3H10N2S in the gas phase in a non-equilibrium geometry. The level of theory is ωB97M-V/def2-TZVPD.

Results
**SMILES**: NC[C@H](N)CS
**Kohn-Sham gap**: 9.619 eV

ORCA input file:
```
! RIJCOSX wB97M-V def2-TZVPD def2/J DEFGRID3
* xyz 0 1
N -0.9429 0.0171 -2.1104
C 0.2061 0.1827 -1.2381
C -0.0247 -0.3795 0.1759
N -1.3333 -0.1531 0.7722
C 1.1068 0.1527 1.0898
S 1.4128 -0.3965 2.8044
H -0.9839 -0.7469 -2.7575
H -1.2137 0.8915 -2.5322
H 0.4864 1.2446 -1.1456
H 1.1024 -0.2965 -1.6216
H 0.2181 -1.4634 0.2329
H -1.8050 -1.0309 0.8526
H -1.8468 0.6007 0.3545
H 1.1233 1.2450 1.0179
H 2.0549 -0.1837 0.6444
H 0.4396 0.3163 3.4609
*
```


# 11
This record from the Open Molecules 2025 dataset describes C3H10N2S in the gas phase in a non-equilibrium geometry. The level of theory is ωB97M-V/def2-TZVPD.

Results
**SMILES**: NCNCCS
**Kohn-Sham gap**: 9.238 eV

ORCA input file:
```
! RIJCOSX wB97M-V def2-TZVPD def2/J DEFGRID3
* xyz 0 1
N -0.3727 0.9951 -2.0032
C 0.0716 1.5931 -0.6958
N 1.0363 0.6727 -0.0697
C 0.6817 -0.2730 0.9835
C -0.3576 -1.3643 0.5850
S -1.6323 -1.8177 1.6614
H -0.3343 1.7352 -2.6789
H -0.9934 0.2262 -1.8756
H -0.7764 1.5566 -0.0026
H 0.5534 2.5553 -0.8882
H 1.6635 0.2997 -0.7631
H 0.3299 0.1619 1.9148
H 1.6361 -0.7761 1.1912
H 0.2268 -2.2633 0.2752
H -0.7149 -1.0551 -0.4007
H -1.0178 -2.2464 2.7667
*
```


# 12
This record from the Open Molecules 2025 dataset describes a molecular structure, C3H10N2S. The level of theory is ωB97M-V/def2-TZVPD.

Results
**Kohn-Sham gap**: 8.174 eV

ORCA input file:
```
! RIJCOSX wB97M-V def2-TZVPD def2/J DEFGRID3
* xyz 0 1
C 1.1313 1.7211 -0.2936
N 0.4030 0.6000 0.2831
C 0.8650 0.0279 1.3347
N 0.2741 -1.0200 1.9142
H 0.4294 2.5089 -0.5396
H 1.7041 1.4106 -1.1627
H 1.8424 2.1151 0.4402
H -0.8568 0.3317 0.0948
H 1.8009 0.3620 1.7848
H -0.5239 -1.4147 1.4199
H 0.6001 -1.3769 2.7936
C -1.4658 -1.0880 -1.7591
S -2.1417 -0.6697 -0.1143
H -0.3850 -1.1918 -1.6821
H -1.9239 -2.0220 -2.0712
H -1.7531 -0.2942 -2.4426
*
```


In the order shown, the computed HOMO values come out to -8.34 -8.94 -10.21 -9.59 -8.98 -9.59 -7.74 -13.40 -13.53 -8.68 -8.27 -7.52 eV.
In the order shown, the computed calculated total energy values come out to -18224.8458 -12395.9764 -12396.3318 -12396.1598 -12394.1458 -12389.8388 -12392.3701 -17578.8982 -15530.0428 -17088.0588 -17087.2884 -17087.7590 eV.
In the order shown, the computed relative energy (zero: lowest compared OMol25 entry of this formula, charge and spin) values come out to 2.1919 0.7587 0.4033 0.5753 2.5893 6.8962 4.3650 5.9375 5.5462 0.5455 1.3159 0.8453 eV.